The following is a quantum chemistry calculation of one molecule with the formula C6H10O at a distorted geometry, from OMol25.

Geometry as XYZ:
```
17
Properties=species:S:1:pos:R:3:forces:R:3
C 2.057593 -0.353564 0.184595 -0.089 -0.121 -0.077
C 0.878253 0.494815 0.546241 1.033 0.300 0.336
C 0.244137 1.463684 -0.358494 -0.352 -0.104 0.024
C -1.221735 1.182999 -0.145154 -0.517 0.144 -0.126
C -1.733378 -0.087836 -0.087830 0.179 0.280 0.038
C -0.967633 -1.226110 0.225179 -0.326 0.003 -0.048
O -1.272652 -2.447869 -0.316694 0.080 0.072 -0.098
H 1.957100 -0.715462 -0.841204 0.121 -0.009 0.031
H 3.022171 0.177053 0.265388 -0.206 0.007 0.003
H 2.121328 -1.231147 0.838873 0.060 0.102 -0.105
H 0.798709 0.778329 1.601622 -0.151 -0.327 -0.229
H 0.529489 1.299678 -1.407959 -0.154 0.012 0.131
H 0.441206 2.525379 -0.137531 0.123 -0.293 0.118
H -1.904036 2.023509 -0.008932 0.036 -0.096 -0.344
H -2.791718 -0.224270 -0.346672 0.180 -0.041 0.204
H -0.352023 -1.321930 1.105663 -0.239 -0.009 -0.073
H -1.806807 -2.337258 -1.117093 0.223 0.079 0.216
```
Positions in Å, forces in eV/Å.

Results
Net charge ... 0
HOMO energy (alpha / beta) ... -7.29 / -6.79 eV
Frontier orbital gap (alpha / beta) ... 0.28671 / 0.27708 hartree

Atom charges from the Mulliken analysis, given in e for atoms 1 to 4: atom 1 (C): -1.035, atom 2 (C): -0.405, atom 3 (C): -0.424, atom 4 (C): -0.365


The following is a quantum chemistry calculation of C45H35Br2CsF11N2O7P3S2 as an isolated structure at a distorted geometry, from OMol25.

Geometry as XYZ:
```
108
Properties=species:S:1:pos:R:3:forces:R:3
Cs 0.192300 -0.609700 -0.816400 0.168 2.368 1.842
F -2.945800 5.279700 -6.056100 0.165 -0.198 0.558
C -2.531800 4.812800 -4.857800 0.083 -0.043 0.193
C -2.537400 5.647800 -3.740800 -0.103 0.109 -0.419
F -2.969100 6.925200 -3.854900 0.124 -0.415 -0.012
C -2.086500 5.171800 -2.522900 0.216 -0.243 0.145
F -2.111900 6.041500 -1.492000 -0.039 -0.105 -0.309
C -1.611800 3.866700 -2.360900 -0.181 0.118 -0.625
P -1.071400 3.109300 -0.767600 -0.233 0.400 0.288
C -2.679400 3.327200 0.101100 0.066 -0.043 0.046
C -3.072800 4.512700 0.717400 -0.057 -0.058 0.026
C -4.340900 4.628500 1.254400 -0.004 0.132 0.043
C -5.221000 3.561000 1.197700 -0.083 -0.084 0.049
C -4.819200 2.364800 0.625900 -0.220 0.034 0.014
C -3.557100 2.246700 0.069500 0.145 0.057 0.044
C -0.120400 4.466700 0.014300 0.142 -0.190 -0.074
C -0.026000 4.433700 1.405900 0.001 -0.069 -0.147
C 0.738100 5.366400 2.078600 0.098 0.027 0.117
C 1.461600 6.314200 1.370200 -0.004 0.102 0.068
C 1.406100 6.327400 -0.013400 0.183 0.109 0.011
C 0.620400 5.410400 -0.688500 -0.098 -0.104 -0.009
C -1.638500 3.019600 -3.490800 0.059 0.024 0.628
Br -1.074700 1.185500 -3.330200 -0.265 1.043 -1.145
C -2.081000 3.502700 -4.711500 -0.021 0.139 -0.232
F -2.062300 2.714400 -5.797600 -0.119 0.236 0.098
H -2.394200 5.349000 0.774100 0.010 0.040 -0.005
H -4.641300 5.561700 1.712800 -0.035 0.036 0.038
H -6.216700 3.664100 1.608100 -0.045 -0.051 0.050
H -5.492800 1.521800 0.612000 -0.044 -0.123 -0.046
H -3.248800 1.316000 -0.386100 0.049 -0.245 -0.156
H -0.566800 3.670300 1.951700 0.009 0.007 0.099
H 0.780500 5.349000 3.158300 0.025 -0.041 0.080
H 2.062200 7.041700 1.899800 0.050 0.023 0.005
H 1.984800 7.053400 -0.570200 -0.010 0.040 -0.031
H 0.577400 5.435200 -1.769500 -0.014 0.036 -0.042
F -4.697200 -3.359300 5.991400 0.378 0.024 -0.374
C -3.712500 -3.294900 5.068200 0.271 -0.244 -0.041
C -2.733800 -4.290700 5.012000 -0.348 0.142 0.190
F -2.784500 -5.334300 5.870000 -0.031 0.422 -0.249
C -1.718300 -4.206800 4.072400 0.017 0.051 -0.070
F -0.810500 -5.200900 4.094400 -0.343 0.168 0.096
C -1.631400 -3.164100 3.151800 -0.427 0.373 0.223
P -0.328300 -2.965700 1.811800 -0.501 -0.658 0.686
C -0.975600 -4.401300 0.870000 0.068 0.075 -0.121
C -0.733700 -5.737400 1.171500 0.035 -0.058 -0.015
C -1.302000 -6.733700 0.399500 0.046 -0.166 0.084
C -2.120500 -6.415800 -0.671500 -0.088 0.020 -0.014
C -2.378900 -5.088400 -0.964700 -0.183 -0.177 -0.124
C -1.813700 -4.088200 -0.195700 0.137 0.047 0.074
C 1.051800 -3.634400 2.801300 0.165 0.101 0.025
C 1.969200 -4.573400 2.345300 -0.167 -0.015 0.182
C 3.040200 -4.939100 3.141500 0.087 -0.105 0.029
C 3.235300 -4.339500 4.374500 0.107 -0.115 0.057
C 2.351100 -3.368700 4.817600 -0.006 0.008 0.137
C 1.265300 -3.023700 4.036200 -0.103 -0.090 0.022
C -2.638500 -2.183500 3.213700 0.362 -0.319 0.143
Br -2.634500 -0.748500 1.989000 -0.305 0.061 0.112
C -3.650400 -2.244600 4.160800 -0.138 0.015 0.081
F -4.591100 -1.286300 4.222900 0.081 -0.232 0.092
H -0.111000 -6.009300 2.009400 0.048 -0.004 -0.001
H -1.102800 -7.769300 0.640300 0.021 -0.103 0.017
H -2.558500 -7.206300 -1.266300 -0.016 -0.016 -0.084
H -3.009700 -4.823400 -1.798500 -0.007 0.109 -0.126
H -2.023100 -3.057500 -0.436800 -0.003 0.209 -0.079
H 1.855600 -4.994400 1.358800 0.014 -0.071 -0.047
H 3.746200 -5.675600 2.782100 0.045 -0.034 -0.039
H 4.077100 -4.625900 4.991400 0.077 -0.005 0.014
H 2.510000 -2.875600 5.768500 -0.003 0.019 0.017
H 0.580700 -2.256900 4.376800 0.086 -0.081 0.023
O -0.717600 -3.130600 -3.271100 0.569 -0.948 -0.201
C -0.883000 -1.932900 -3.113200 -2.325 -0.384 0.055
O -0.081700 -0.990800 -3.328000 1.228 0.511 -1.543
C -2.257700 -1.456200 -2.476000 1.038 -1.206 -1.613
O -3.275100 -1.696300 -3.108900 -1.130 0.005 -0.172
O -2.089000 -0.882900 -1.383000 -3.296 0.425 0.989
S 1.323800 0.173100 3.305200 -1.160 0.098 0.038
C 2.849300 0.209000 2.709600 0.339 0.438 0.697
N 3.368200 1.262800 2.033900 0.136 -0.165 -0.182
C 4.654200 0.919800 1.468900 0.341 0.115 -0.238
C 5.015500 -0.386000 2.199300 0.450 -0.066 0.069
N 3.828500 -0.690700 2.980800 0.005 0.104 -0.372
H 2.738400 1.848700 1.504200 -0.096 -0.139 0.095
H 5.374700 1.718700 1.671100 0.041 -0.112 -0.108
H 4.571000 0.762000 0.389200 0.051 0.007 0.077
H 5.868100 -0.251400 2.874700 0.000 0.025 -0.139
H 5.226800 -1.203200 1.508000 0.035 0.141 0.044
H 3.560000 -1.666100 3.032800 -0.157 0.176 0.119
C 4.334500 3.325100 -1.494900 -0.345 -0.284 0.125
P 2.973500 2.041900 -1.563800 0.445 0.546 -0.512
C 3.863400 0.862000 -2.667700 -0.124 0.042 0.270
C 1.963800 2.843200 -2.890300 -0.018 -0.062 0.289
H 4.754400 3.477200 -2.489000 0.042 0.053 -0.079
H 5.122800 2.992200 -0.822600 0.097 0.002 0.081
H 3.934600 4.266500 -1.123000 -0.031 0.099 0.067
H 4.266800 1.391400 -3.535600 -0.018 -0.066 0.004
H 3.161800 0.096100 -2.991200 -0.019 -0.109 -0.075
H 4.671400 0.374700 -2.123500 0.047 -0.069 0.000
H 2.548300 3.527900 -3.506200 0.099 -0.018 -0.050
H 1.142000 3.390400 -2.433200 -0.022 0.048 -0.120
H 1.535000 2.058500 -3.509400 -0.041 0.029 -0.057
F 3.179100 -2.523500 -2.662400 -0.526 0.188 0.318
C 3.617900 -2.839700 -1.447400 0.235 -0.023 0.138
F 4.861600 -2.316800 -1.355400 0.163 0.155 0.126
F 3.761300 -4.170500 -1.408900 -0.150 -0.157 0.129
S 2.652200 -2.248000 0.065300 1.641 -0.311 -0.863
O 3.555500 -2.678700 1.098500 0.098 -0.282 0.123
O 1.384100 -2.925800 0.000100 0.373 -0.874 -0.292
O 2.560000 -0.817300 -0.119800 2.589 -0.351 0.650
```
Positions in Å, forces in eV/Å.

Results
Net charge ... -2
HOMO energy ... -2.00 eV
Frontier orbital gap ... 0.19937 hartree

Atom charges from the Mulliken analysis, given in e for atoms 1 to 4: atom 1 (Cs): 2.174, atom 2 (F): -0.319, atom 3 (C): 0.407, atom 4 (C): 0.286


The following is a quantum chemistry calculation of C36H34N6O4PtS2 as an isolated structure, from OMol25.

Geometry as XYZ:
```
83
Properties=species:S:1:pos:R:3:forces:R:3
Pt 0.279194 -1.314600 0.663523 0.339 0.074 0.022
C -0.662671 1.532559 -2.712440 0.056 -0.002 0.010
O -0.726390 1.015202 -1.379637 -0.073 -0.003 -0.028
C -0.823438 1.896387 -0.366029 0.110 -0.014 0.035
C -0.794157 3.280184 -0.520800 0.032 -0.020 0.009
C -0.909244 4.108786 0.582025 0.005 0.043 -0.007
C -1.063076 3.587364 1.860475 -0.003 0.010 0.042
C -1.110045 2.217616 2.025322 0.047 0.013 0.022
C -0.986136 1.378658 0.925164 0.014 -0.085 -0.033
N -1.229401 -0.026642 1.124815 -0.175 0.100 -0.138
N -2.312789 -0.318316 1.680331 0.143 -0.171 0.093
C -2.764422 -1.479061 2.128943 -0.058 0.288 -0.066
C -1.933299 -2.632753 2.193475 0.085 -0.027 0.186
O -0.701034 -2.625044 1.833029 -0.112 -0.224 -0.179
C -2.463422 -3.833285 2.725565 -0.081 -0.043 0.056
C -3.752164 -3.867339 3.159285 0.046 -0.016 -0.012
C -4.626543 -2.737401 3.114072 -0.020 0.001 0.009
C -5.951220 -2.827948 3.576150 0.049 -0.033 -0.006
C -6.775389 -1.731508 3.529070 -0.002 0.056 -0.016
C -6.290350 -0.522890 3.016062 -0.031 -0.024 0.016
C -4.996803 -0.414299 2.552306 0.032 0.014 -0.005
C -4.144712 -1.520940 2.600968 -0.019 -0.027 -0.001
H -1.523322 2.169135 -2.920293 -0.007 -0.017 -0.018
H 0.266750 2.084933 -2.869517 -0.036 -0.004 0.010
H -0.684149 0.664727 -3.366664 0.006 0.003 0.001
H -0.687527 3.710304 -1.504369 0.012 0.015 -0.019
H -0.892223 5.181230 0.438048 -0.003 -0.006 -0.002
H -1.179086 4.243745 2.711402 0.012 -0.010 0.001
H -1.287631 1.778865 2.998830 0.027 -0.003 0.014
H -1.815810 -4.696624 2.779548 0.004 0.007 -0.005
H -4.144980 -4.793911 3.562481 0.005 0.003 0.002
H -6.308886 -3.771374 3.969307 0.004 0.004 -0.002
H -7.793727 -1.796860 3.885795 0.003 -0.002 0.001
H -6.941285 0.340617 2.982847 0.003 0.000 -0.004
H -4.637857 0.525989 2.156449 0.001 0.000 0.000
C 2.722411 4.987397 -4.120868 -0.002 -0.007 0.000
C 2.751347 3.757748 -3.260445 0.007 -0.013 -0.024
C 3.188206 2.533258 -3.764416 -0.001 0.044 -0.004
C 3.245913 1.406427 -2.963436 0.053 -0.031 -0.005
C 2.825207 1.486214 -1.639643 0.017 -0.016 -0.002
C 2.395563 2.699817 -1.111609 -0.068 0.019 -0.013
C 2.365789 3.820426 -1.921850 -0.036 0.013 0.032
S 2.988694 0.131328 -0.531174 -0.237 0.144 -0.103
O 2.876911 0.663599 0.795856 -0.016 0.049 -0.058
O 4.125209 -0.649674 -0.908246 0.103 -0.108 0.021
N 1.631486 -0.850377 -0.696038 0.153 -0.110 -0.094
C 1.366500 -1.448918 -1.958767 0.025 0.173 0.105
C 2.247170 -1.682903 -2.983576 0.106 -0.024 -0.057
C 1.794587 -2.218647 -4.210987 0.004 0.014 0.015
C 0.484156 -2.534274 -4.417016 0.006 -0.002 0.029
C -0.435978 -2.375412 -3.353854 0.008 -0.006 -0.031
C -1.795781 -2.738915 -3.430299 -0.024 -0.010 0.015
C -2.602507 -2.600296 -2.332976 -0.003 0.012 0.003
C -2.053798 -2.122109 -1.138415 0.032 0.027 -0.029
N -0.781483 -1.788051 -1.041476 -0.090 -0.056 -0.027
C 0.032126 -1.866286 -2.130670 -0.149 -0.048 -0.076
H 3.110949 4.787917 -5.117081 -0.001 -0.004 0.001
H 3.320239 5.782345 -3.673967 0.000 -0.001 0.002
H 1.703955 5.366134 -4.222278 0.003 -0.003 0.004
H 3.524145 2.469391 -4.791524 -0.003 0.000 0.002
H 3.661084 0.496054 -3.366054 -0.005 -0.012 0.036
H 2.114124 2.767259 -0.070797 -0.007 -0.003 0.015
H 2.053172 4.769216 -1.501271 0.000 -0.005 -0.004
H 3.301141 -1.492714 -2.856233 -0.021 0.026 0.027
H 2.520084 -2.382210 -4.996326 -0.002 -0.002 0.002
H 0.144929 -2.945263 -5.358307 -0.002 0.010 -0.001
H -2.187937 -3.133403 -4.359386 -0.003 0.003 0.001
H -3.648626 -2.867973 -2.357168 0.000 0.003 -0.011
H -2.668886 -2.011949 -0.259387 -0.018 -0.030 0.062
C 1.869748 1.239742 3.701024 -0.046 0.031 -0.015
N 3.060841 0.439660 3.487265 -0.042 -0.112 0.214
C 3.107806 -0.730790 2.879954 0.093 0.033 -0.190
S 1.655898 -1.670837 2.534605 -0.207 0.070 0.252
N 4.275526 -1.318313 2.691197 0.002 -0.042 -0.001
C 4.522409 -2.602085 2.030145 0.010 0.011 0.019
H 2.015866 1.853353 4.586725 0.006 -0.004 -0.011
H 1.021918 0.580143 3.864148 -0.025 0.009 0.016
H 1.678950 1.876300 2.837988 -0.028 0.012 -0.037
H 3.942809 0.881685 3.704440 -0.004 0.019 -0.033
H 5.098476 -0.803710 2.971592 0.007 -0.008 0.011
H 4.482434 -2.488427 0.949103 -0.012 0.019 -0.054
H 3.799601 -3.343184 2.354181 -0.003 -0.002 0.021
H 5.514892 -2.934188 2.321799 0.005 0.016 -0.015
```
Positions in Å, forces in eV/Å.

Results
Net charge ... +2
HOMO energy (alpha / beta) ... -13.26 / -13.26 eV
Frontier orbital gap (alpha / beta) ... 0.21142 / 0.21147 hartree

Atom charges from the Mulliken analysis, given in e for atoms 1 to 4: atom 1 (Pt): 1.574, atom 2 (C): -0.894, atom 3 (O): 0.018, atom 4 (C): 0.821


The calculation returns the following energy relative to the best compared isomer or geometry (same formula, charge and spin) values, one per record and in order: 350.4, 272.5, 63.1 kJ/mol.
The calculation returns the following calculated total energy values, one per record and in order: -309.70891, -10459.22323, -2936.89464 hartree.